[1]
DFT (ωB97M-V/def2-TZVPD) results for 5 unconnected molecules or ions with the total composition C5H18N3O4 at a distorted geometry.

Computed properties:
Net charge ... +1
HOMO-LUMO gap ... 10.15 eV
HOMO level ... -12.94 eV

```
30
Properties=species:S:1:pos:R:3:forces:R:3
C -0.742 -2.761 0.623 0.757 0.070 -0.127
C -0.725 -2.089 -0.756 0.735 -0.386 1.195
C 0.592 -1.429 -1.011 -0.961 0.182 -1.420
C 1.379 -1.682 -2.091 0.116 0.335 0.747
N 2.416 -0.781 -2.030 -0.184 0.219 -1.143
C 2.192 0.109 -1.073 0.483 -0.829 0.448
N 1.098 -0.294 -0.437 0.046 0.419 0.681
N -0.624 -1.784 1.696 -0.494 0.605 0.067
H 0.193 -3.324 0.707 -0.175 -0.306 -0.197
H -1.548 -3.500 0.641 -0.296 0.315 0.328
H -1.569 -1.410 -0.867 -0.025 -0.013 -0.231
H -0.742 -2.921 -1.447 -0.491 0.097 -0.508
H 1.178 -2.289 -2.946 0.278 -0.501 -0.079
H 3.131 -0.731 -2.740 0.172 0.193 0.190
H 2.902 0.848 -0.751 -0.225 0.282 -0.003
H 0.718 0.165 0.382 0.089 -0.058 0.113
H -1.347 -1.070 1.737 -0.195 -0.146 -0.483
H -0.724 -2.234 2.587 0.341 -0.347 0.455
H -3.001 2.405 1.233 0.188 -0.031 0.517
H -1.654 1.560 1.161 -0.449 0.308 0.979
O -2.364 1.975 0.666 0.321 -0.492 -1.271
H -1.182 2.013 -1.156 -0.837 -0.060 -0.557
H -1.125 2.837 -2.556 -0.309 -0.545 -0.094
O -0.922 2.808 -1.624 1.030 0.730 0.575
H -0.427 1.045 3.847 0.102 0.029 0.031
H 0.170 1.866 2.676 0.076 0.146 0.187
O -0.638 1.454 3.003 -0.038 -0.096 -0.412
H 0.357 3.094 -0.067 -0.586 0.637 -1.030
H 1.906 3.249 0.118 -0.190 0.383 -0.236
O 1.102 2.872 0.474 0.721 -1.141 1.275
```
Positions in Å, forces in eV/Å.

Atomic partial charges in e from the Mulliken method, atoms 1 to 6: -0.759 -0.425 0.284 -0.598 -0.044 -0.171

[2]
DFT (ωB97M-V/def2-TZVPD) results for 2 unconnected molecules or ions with the total composition C3H9NO2S at a distorted geometry.

Computed properties:
Net charge ... -2
HOMO-LUMO gap ... 6.11 eV
HOMO level ... -0.33 eV

```
16
Properties=species:S:1:pos:R:3:forces:R:3
C -0.564 0.221 0.005 -1.160 0.970 -0.869
O -1.710 -0.618 0.241 0.600 -0.210 0.639
C 0.759 -0.382 0.509 -1.292 0.933 -1.058
C 1.938 0.135 -0.312 0.730 -1.467 -1.223
S 2.343 1.919 -0.229 -0.026 -0.260 0.102
N 1.035 -0.043 1.893 -0.284 -1.083 0.571
H -0.580 0.467 -1.071 0.658 -0.388 0.151
H -0.748 1.213 0.443 0.170 -0.169 0.356
H 0.525 -1.447 0.313 0.858 -0.025 0.427
H 1.805 -0.203 -1.385 0.002 0.435 0.978
H 2.785 -0.498 0.058 -0.152 0.580 -0.258
H 1.826 0.592 1.897 -0.307 0.382 0.047
H 0.215 0.406 2.276 0.242 0.204 0.216
H -2.317 -0.625 -0.515 -0.048 0.023 0.118
H -3.213 -0.401 -1.982 0.057 0.186 -0.347
O -4.101 -0.738 -2.140 -0.048 -0.112 0.150
```
Positions in Å, forces in eV/Å.

Atomic partial charges in e from the Mulliken method, atoms 1 to 6: -0.697 -0.442 0.521 -1.207 -0.644 -0.725

[3]
DFT (ωB97M-V/def2-TZVPD) results for a single C8H15N molecule at a distorted geometry.

Computed properties:
HOMO-LUMO gap (alpha / beta) ... 6.34 / 8.72 eV
HOMO level (alpha / beta) ... -6.84 / -8.69 eV

```
24
Properties=species:S:1:pos:R:3:forces:R:3
C 2.137 -0.151 0.058 -0.113 -0.198 -0.065
C 0.795 -0.128 -0.651 -1.663 -1.060 2.416
C -0.202 -1.616 -0.310 1.387 1.918 0.764
C 0.774 0.309 -1.934 -0.196 0.137 -1.203
N -0.929 -2.020 -1.361 0.266 -0.815 -0.880
H -1.574 -2.751 -1.052 -0.563 0.515 0.125
H 0.622 -2.252 0.051 0.072 0.137 -0.345
H 2.855 -0.742 -0.517 -0.067 0.001 0.001
H 2.068 -0.605 1.048 0.027 0.072 0.007
H 2.556 0.852 0.163 -0.064 0.003 0.067
H 1.654 0.728 -2.410 0.005 -0.004 0.044
H -0.099 0.162 -2.556 -0.022 0.090 0.011
C -1.613 1.145 -0.306 -0.033 -0.179 0.050
C 0.071 1.337 1.570 -0.188 -0.002 0.074
C -0.555 0.456 0.515 1.075 -0.206 -0.974
C -0.942 -0.942 0.897 -0.066 -0.609 0.125
H -1.261 2.105 -0.692 -0.007 -0.143 -0.149
H -2.492 1.332 0.321 0.042 -0.024 -0.005
H -1.927 0.479 -1.119 0.011 0.266 -0.004
H -0.717 1.696 2.244 0.031 0.019 -0.045
H 0.796 0.808 2.189 0.018 0.006 -0.073
H 0.550 2.210 1.122 -0.016 -0.052 0.021
H -2.010 -1.162 0.862 -0.007 0.143 0.063
H -0.555 -1.250 1.869 0.070 -0.017 -0.024
```
Positions in Å, forces in eV/Å.

Atomic partial charges in e from the Mulliken method, atoms 1 to 6: -1.821 1.059 -0.160 -1.035 -0.700 0.250

[4]
DFT (ωB97M-V/def2-TZVPD) results for a molecular structure, C13H13Br3O4 at a distorted geometry.

Computed properties:
HOMO-LUMO gap ... 8.14 eV
HOMO level ... -8.27 eV

```
33
Properties=species:S:1:pos:R:3:forces:R:3
C 0.920 0.797 -0.123 0.088 -0.063 0.069
Br 2.338 1.913 -0.783 -0.027 0.037 0.023
Br 1.270 -1.055 -0.504 -0.086 0.018 -0.063
Br -0.793 1.369 -0.773 -0.049 -0.073 -0.133
H 0.892 0.891 0.952 0.064 0.048 0.036
C -5.136 5.923 -0.289 0.574 -0.054 -0.115
C -5.253 4.546 -0.369 -0.264 0.412 0.060
C -4.134 3.745 -0.197 -0.313 -0.276 0.042
C -2.903 4.309 0.072 0.018 0.166 0.613
C -2.783 5.693 0.196 0.111 -0.457 -0.346
C -3.891 6.484 -0.013 -0.296 0.684 -0.250
O -3.819 7.869 0.032 -0.126 -0.258 -0.023
O -4.317 2.382 -0.313 0.042 0.034 0.119
H -5.958 6.589 -0.508 -0.121 -0.059 0.171
H -6.232 4.115 -0.528 0.118 -0.215 -0.135
H -2.068 3.670 0.333 0.077 0.054 -0.308
H -1.810 6.135 0.368 -0.036 0.052 0.190
H -3.009 8.154 -0.399 0.116 0.026 0.083
H -3.729 1.931 0.301 0.081 -0.039 -0.062
C 3.922 -6.730 -0.016 0.015 0.030 -0.226
C 4.697 -5.939 0.816 0.172 -0.052 -0.384
C 4.375 -4.607 1.003 0.390 0.333 0.339
C 3.278 -4.032 0.373 -0.298 -0.725 0.896
C 2.491 -4.842 -0.427 -0.144 0.057 -0.225
C 2.829 -6.171 -0.650 -0.074 -0.099 -0.594
O 2.148 -6.937 -1.586 0.106 0.204 0.670
O 5.110 -3.807 1.852 -0.156 0.064 -0.204
H 4.176 -7.760 -0.228 0.029 -0.011 0.077
H 5.606 -6.347 1.244 -0.096 -0.030 0.205
H 2.952 -3.062 0.721 0.157 0.215 -0.414
H 1.601 -4.454 -0.915 0.060 0.116 0.050
H 1.281 -6.536 -1.694 -0.110 -0.074 -0.203
H 5.949 -4.234 2.052 -0.024 -0.064 0.039
```
Positions in Å, forces in eV/Å.

Atomic partial charges in e from the Mulliken method, atoms 1 to 6: -0.341 0.008 0.033 0.038 0.336 -0.478

Record order is preserved below.
ΔE to the lowest compared entry with this formula, charge and spin: 16.63 92.55 462.39 0.00 kJ/mol